1.
Formula: C28H47BrNNiO3P3
Source: OMol25
Level of theory: ωB97M-V/def2-TZVPD

Its total charge is +2. The LUMO energy (alpha / beta) comes out at -7.0074 / -8.6747 eV. As for the gap between HOMO and LUMO (alpha / beta): 6.05 / 4.59 eV. The energy above the lowest of the compared OMol25 structures with the same formula, charge and spin is 44.5 kcal/mol. The multiplicity is 3.

Last column: Löwdin spin population.
CARTESIAN COORDINATES (ANGSTROEM)
C  2.623  4.891  -1.494  0.010
C  1.600  4.505  -2.394  0.003
C  1.959  4.198  -3.723  0.011
C  3.317  4.158  -4.049  -0.002
N  4.266  4.442  -3.151  0.011
C  3.948  4.793  -1.905  -0.002
C  0.289  4.312  -1.905  0.040
C  -0.851  4.184  -1.445  -0.004
C  -1.676  3.727  -0.389  0.058
C  -1.099  3.696  0.923  -0.006
C  -1.218  2.481  1.558  0.049
C  -2.047  1.550  0.961  0.163
C  -3.104  1.867  0.085  0.050
C  -2.798  2.956  -0.751  -0.014
Ni  -0.930  -0.126  1.350  0.600
P  1.039  -0.325  0.286  0.039
H  1.197  3.990  -4.484  0.000
H  2.368  5.225  -0.489  0.000
H  3.625  3.891  -5.063  0.000
H  4.765  5.008  -1.193  0.000
H  -3.367  3.108  -1.670  -0.002
H  -0.449  4.474  1.344  -0.001
H  -4.051  1.360  0.013  0.002
H  -0.647  2.214  2.451  0.003
C  1.786  -2.027  0.261  -0.003
C  2.953  -2.362  -0.669  -0.001
H  0.945  -2.707  0.061  0.003
H  2.073  -2.222  1.304  0.000
H  3.292  -3.383  -0.439  0.000
H  2.676  -2.359  -1.732  0.000
H  3.826  -1.711  -0.526  0.000
C  0.983  0.235  -1.478  0.014
C  2.274  0.627  -2.200  0.004
H  0.297  1.097  -1.478  0.001
H  0.475  -0.570  -2.033  0.001
H  2.028  0.878  -3.243  0.001
H  2.741  1.526  -1.770  0.000
H  3.016  -0.185  -2.238  0.000
C  2.289  0.779  1.070  0.005
C  3.771  0.494  0.850  0.002
H  2.082  0.768  2.151  0.000
H  2.028  1.786  0.714  0.000
H  4.354  1.271  1.364  0.000
H  4.079  -0.470  1.274  0.000
H  4.064  0.539  -0.207  0.000
Br  -2.967  -0.748  1.972  0.067
P  -1.885  -2.222  -0.951  0.523
C  -0.763  -3.041  -2.167  0.075
C  -1.345  -4.261  -2.866  0.026
H  0.113  -3.360  -1.577  0.007
H  -0.387  -2.304  -2.895  0.001
H  -0.578  -4.672  -3.535  0.006
H  -1.602  -5.036  -2.139  0.001
H  -2.233  -4.029  -3.468  0.000
C  -3.164  -3.417  -0.379  0.058
C  -4.489  -3.474  -1.127  0.023
H  -3.352  -3.135  0.671  0.005
H  -2.686  -4.407  -0.373  0.000
H  -5.139  -4.197  -0.617  0.005
H  -5.020  -2.514  -1.146  0.000
H  -4.356  -3.813  -2.162  0.000
C  -2.784  -0.855  -1.820  0.056
C  -3.145  -1.119  -3.274  0.024
H  -2.124  0.026  -1.750  0.005
H  -3.669  -0.585  -1.222  0.000
H  -3.557  -0.194  -3.698  0.005
H  -2.267  -1.394  -3.867  0.001
H  -3.899  -1.907  -3.398  0.000
C  0.616  -3.263  4.144  0.002
O  1.035  -2.025  3.518  0.015
P  0.115  -0.685  3.414  0.034
O  -1.083  -0.894  4.465  0.010
C  -1.056  -0.711  5.888  0.002
O  1.041  0.486  4.112  0.011
C  0.465  1.752  4.589  0.001
H  1.310  -4.041  3.803  0.000
H  -0.401  -3.549  3.830  0.000
H  0.677  -3.175  5.239  0.000
H  -1.832  -1.390  6.263  0.000
H  -0.072  -0.984  6.301  0.000
H  -1.304  0.329  6.156  0.000
H  1.000  2.014  5.510  0.000
H  -0.595  1.669  4.821  0.000
H  0.587  2.542  3.831  0.000



2.
Formula: C46H90HfN8O20S4
Source: OMol25
Level of theory: ωB97M-V/def2-TZVPD

Its total charge is +2. The LUMO energy comes out at -10.7895 eV. As for the gap between HOMO and LUMO: 0.90 eV. The multiplicity is 1.

Last column: Löwdin charge in e.
CARTESIAN COORDINATES (ANGSTROEM)
Hf  -3.144  3.416  5.330  1.701
C  1.120  -0.191  0.784  0.169
C  1.041  -0.995  -0.390  -0.282
C  -0.321  -0.973  -1.188  -0.261
O  -0.373  -1.451  -2.306  0.159
C  -1.517  -0.556  -0.390  0.210
C  -1.353  0.218  0.725  -0.297
C  0.035  0.419  1.344  -0.276
O  0.264  1.229  2.352  0.059
O  -2.392  0.742  1.310  0.051
O  1.985  -1.613  -0.890  0.150
H  2.108  -0.056  1.198  0.159
H  -2.515  -0.764  -0.746  0.154
C  1.611  1.993  10.760  0.012
C  1.657  1.454  9.297  -0.549
O  0.817  1.750  8.475  0.029
N  2.685  0.684  9.003  -0.005
C  2.930  -0.076  7.850  -0.085
H  1.968  1.232  11.454  0.073
H  0.637  2.383  11.054  0.079
H  2.367  2.749  10.974  0.082
H  3.286  0.347  9.742  0.147
H  3.425  -1.039  7.969  0.098
H  3.409  0.583  7.125  0.093
H  1.996  -0.294  7.332  0.080
C  -1.054  6.696  -0.490  0.012
C  -1.558  7.275  0.821  -0.563
O  -1.937  6.512  1.727  -0.042
N  -1.599  8.581  1.084  0.022
C  -1.016  9.639  0.221  -0.046
H  -0.077  6.404  -0.106  0.096
H  -1.033  7.412  -1.311  0.077
H  -1.705  5.849  -0.707  0.088
H  -2.063  8.851  1.939  0.143
H  -0.586  10.444  0.817  0.085
H  -1.799  10.026  -0.431  0.089
H  -0.180  9.217  -0.335  0.080
C  6.195  0.096  -5.691  -0.015
C  5.529  1.370  -5.473  -0.558
O  5.994  2.419  -5.981  0.019
N  4.456  1.412  -4.640  -0.002
C  3.851  2.696  -4.213  -0.063
H  7.239  0.085  -5.379  0.096
H  6.145  -0.104  -6.761  0.098
H  5.684  -0.720  -5.178  0.073
H  4.240  0.623  -4.047  0.119
H  3.160  3.167  -4.913  0.082
H  4.612  3.389  -3.852  0.085
H  3.273  2.337  -3.362  0.067
C  -7.879  4.714  0.418  0.013
C  -8.107  4.718  1.909  -0.523
O  -7.098  4.602  2.670  -0.048
N  -9.307  4.837  2.458  0.022
C  -10.533  4.935  1.696  -0.061
H  -8.546  3.952  0.017  0.093
H  -6.827  4.476  0.264  0.086
H  -8.111  5.711  0.042  0.096
H  -9.324  5.019  3.451  0.152
H  -10.404  5.608  0.849  0.089
H  -11.447  5.220  2.217  0.095
H  -10.754  3.925  1.351  0.093
C  -3.793  -3.629  -7.182  0.000
C  -2.705  -3.704  -8.300  -0.564
O  -3.057  -4.094  -9.389  0.060
N  -1.457  -3.365  -7.950  -0.007
C  -0.257  -3.366  -8.812  -0.043
H  -3.412  -3.061  -6.333  0.053
H  -3.923  -4.621  -6.750  0.078
H  -4.739  -3.226  -7.544  0.082
H  -1.462  -3.131  -6.968  0.115
H  0.596  -3.294  -8.136  0.079
H  -0.274  -2.581  -9.568  0.087
H  -0.228  -4.354  -9.270  0.086
C  4.343  -6.122  1.567  0.002
C  5.616  -6.217  0.743  -0.616
O  6.520  -6.982  1.043  0.047
N  5.682  -5.461  -0.302  -0.005
C  6.704  -5.651  -1.330  -0.047
H  4.707  -6.175  2.593  0.085
H  3.577  -6.861  1.331  0.084
H  3.904  -5.134  1.434  0.063
H  4.831  -4.983  -0.564  0.131
H  6.335  -5.226  -2.263  0.082
H  6.813  -6.730  -1.435  0.089
H  7.653  -5.204  -1.032  0.088
C  -2.735  -2.437  8.441  0.005
C  -2.423  -2.400  6.957  -0.548
O  -2.435  -1.278  6.343  -0.041
N  -2.065  -3.532  6.440  0.003
C  -1.590  -3.582  5.063  -0.035
H  -1.998  -3.130  8.849  0.083
H  -3.746  -2.794  8.636  0.092
H  -2.437  -1.497  8.905  0.084
H  -2.404  -4.355  6.917  0.157
H  -0.694  -2.964  5.121  0.092
H  -2.380  -3.147  4.451  0.089
H  -1.378  -4.625  4.827  0.096
C  -0.460  2.260  -8.111  0.005
C  -1.692  2.688  -7.328  -0.594
O  -2.542  3.356  -7.892  0.045
N  -1.908  2.194  -6.137  -0.007
C  -3.157  2.283  -5.412  -0.068
H  0.079  1.389  -7.738  0.068
H  0.295  3.045  -8.130  0.080
H  -0.820  2.191  -9.137  0.090
H  -1.258  1.483  -5.833  0.129
H  -3.912  1.782  -6.017  0.093
H  -3.357  3.309  -5.102  0.089
H  -3.213  1.663  -4.517  0.071
C  1.317  -8.980  -3.592  -0.218
C  1.169  -10.195  -2.660  -0.221
C  -0.268  -10.186  -2.101  -0.182
S  -0.742  -8.360  -1.853  0.716
O  -0.655  -7.949  -0.455  -0.354
O  -1.983  -8.123  -2.596  -0.360
C  0.704  -7.787  -2.861  -0.223
H  0.755  -9.171  -4.506  0.117
H  2.362  -8.889  -3.889  0.116
H  1.929  -10.098  -1.884  0.115
H  1.382  -11.107  -3.218  0.116
H  -0.285  -10.592  -1.090  0.091
H  -1.008  -10.662  -2.744  0.101
H  1.281  -7.286  -2.083  0.088
H  0.330  -7.039  -3.559  0.096
C  3.063  8.601  4.401  -0.191
C  3.563  7.141  4.302  -0.186
C  3.379  6.384  5.653  -0.230
S  1.891  7.037  6.366  0.683
O  2.026  7.018  7.793  -0.312
O  0.765  6.215  5.801  -0.411
C  2.032  8.629  5.527  -0.228
H  2.568  8.945  3.492  0.108
H  3.893  9.306  4.451  0.118
H  4.620  7.180  4.038  0.112
H  3.036  6.554  3.550  0.111
H  4.136  6.537  6.422  0.107
H  3.214  5.307  5.649  0.105
H  2.457  9.211  6.344  0.100
H  1.066  9.134  5.528  0.109
C  -8.657  -4.500  -2.597  -0.214
C  -9.696  -4.138  -3.644  -0.221
C  -10.568  -2.970  -3.144  -0.210
S  -9.460  -1.830  -2.209  0.724
O  -10.000  -1.660  -0.883  -0.357
O  -8.785  -0.790  -3.006  -0.360
C  -8.065  -3.172  -2.035  -0.182
H  -7.915  -5.170  -3.029  0.115
H  -9.244  -5.028  -1.845  0.113
H  -10.417  -4.921  -3.877  0.119
H  -9.140  -3.841  -4.533  0.119
H  -11.413  -3.203  -2.496  0.103
H  -10.966  -2.208  -3.814  0.094
H  -7.480  -3.141  -1.115  0.087
H  -7.324  -2.702  -2.683  0.071
C  8.931  1.383  -0.005  -0.240
C  9.231  -0.127  -0.003  -0.180
C  9.021  -0.542  1.526  -0.191
S  9.276  0.930  2.633  0.741
O  10.500  0.682  3.431  -0.353
O  7.993  1.324  3.290  -0.374
C  9.621  2.026  1.220  -0.234
H  7.855  1.504  0.117  0.107
H  9.246  1.958  -0.876  0.115
H  10.257  -0.263  -0.346  0.113
H  8.486  -0.613  -0.633  0.104
H  9.772  -1.267  1.840  0.091
H  8.011  -0.931  1.657  0.091
H  10.689  2.058  1.001  0.106
H  9.334  3.061  1.404  0.103



Energy for the records above, in order: -176364.8781, -146647.1225 eV
Molar mass for the records above, in order: 677.2, 1382.0 g mol⁻¹